(1)
DFT (the ωB97M-V functional and the def2-TZVPD basis) results for a structure of composition C33H31IrN12O3 at a distorted geometry.

Structure (XYZ):
```
80
Properties=species:S:1:pos:R:3:lowdin_spin:R:1
Ir 2.64473 0.26815 -0.15151 0.000
C -11.48626 -0.41032 0.13014 0.007
O -10.47032 -0.26971 -0.89975 0.166
C -9.20989 -0.21874 -0.61747 0.129
C -8.33443 -0.07901 -1.73783 0.074
C -6.99491 -0.02442 -1.54449 0.009
C -6.45104 -0.10313 -0.23034 0.180
C -7.33006 -0.23584 0.87873 0.034
C -8.67780 -0.29344 0.70550 0.093
C -5.02995 -0.04674 -0.08391 -0.005
N -4.18981 0.06758 -1.10906 0.089
C -2.95709 0.07800 -0.56961 0.027
C -3.01849 -0.02872 0.81272 0.085
N -4.34188 -0.10645 1.11117 0.025
C -1.84521 -0.03003 1.63085 0.003
C -1.83904 -0.09697 3.02774 0.019
C -0.63907 -0.06427 3.69771 -0.004
C 0.53137 0.01285 2.94577 0.020
N 0.55097 0.05599 1.62427 -0.002
C -0.60612 0.05351 0.95722 0.024
C -0.52039 0.16231 -0.50695 0.006
N 0.70112 0.25296 -1.11407 0.005
C 0.72163 0.38216 -2.43936 -0.001
C -0.41137 0.41424 -3.24432 0.003
C -1.64259 0.30982 -2.65540 0.000
C -1.70018 0.18541 -1.26388 0.004
H -12.42598 -0.42200 -0.40807 0.000
H -11.44324 0.44441 0.80181 0.003
H -11.33912 -1.34934 0.65941 0.003
H -8.77862 -0.02125 -2.72215 0.001
H -6.31728 0.07890 -2.37922 -0.002
H -6.94119 -0.29420 1.88684 -0.002
H -9.33690 -0.39387 1.55495 0.003
H -4.74638 -0.19730 2.02837 0.000
H -2.76620 -0.16020 3.58300 0.001
H -0.59684 -0.09454 4.77728 -0.001
H 1.49244 0.06395 3.44411 0.001
H 1.69708 0.49062 -2.88781 0.000
H -0.29475 0.52128 -4.31318 0.000
H -2.55797 0.32598 -3.23147 0.000
N 3.29109 -3.50703 2.58095 0.000
C 2.87778 -2.23889 2.62271 0.000
N 2.84355 -1.75115 1.39286 0.000
C 3.25977 -2.80242 0.64123 0.000
N 3.54096 -3.88643 1.32261 0.000
C 3.42397 -2.67694 -0.79776 0.000
C 3.81986 -3.76066 -1.57547 0.000
N 4.02287 -3.65311 -2.87884 0.000
C 3.84887 -2.44824 -3.40617 0.000
C 3.45174 -1.35647 -2.64878 0.000
N 3.21550 -1.46676 -1.33644 0.000
H 3.43243 -4.15614 3.34174 0.000
H 2.63257 -1.74038 3.54275 0.000
H 3.97290 -4.72711 -1.11192 0.000
H 4.03386 -2.33086 -4.46642 0.000
H 3.37709 -0.37547 -3.09170 0.000
N 2.25057 2.09255 0.82336 0.000
C 2.90929 3.31656 0.29148 0.000
C 2.63274 3.46531 -1.19281 0.000
C 3.49402 2.51719 -1.99592 0.000
O 4.26839 2.87237 -2.83845 0.000
O 3.36465 1.21161 -1.72832 0.000
H 1.24276 2.22828 0.81449 0.000
H 2.50008 1.99541 1.80475 0.000
H 3.97852 3.23071 0.48662 0.000
H 2.53841 4.17746 0.84800 0.000
H 2.83979 4.48064 -1.52099 0.000
H 1.57656 3.25342 -1.39100 0.000
C 8.07693 0.89005 0.13676 0.000
N 6.69982 0.72752 0.61654 0.000
C 6.27653 0.81468 1.91682 0.000
C 4.92999 0.62987 1.89827 0.000
N 4.53413 0.43395 0.59374 0.000
C 5.63013 0.50361 -0.15295 0.000
H 8.72557 1.02663 0.99631 0.000
H 8.14184 1.76302 -0.50764 0.000
H 8.38502 0.00047 -0.40615 0.000
H 6.95819 0.99200 2.73029 0.000
H 4.24196 0.59974 2.72502 0.000
H 5.66036 0.42735 -1.22729 0.000
```

Summary:
Kohn-Sham gap (alpha / beta): 0.28458 / 0.20688 Eh
calculated total energy: -61566.1476 eV
charge: +3
energy above the lowest of the compared OMol25 structures with the same formula, charge and spin: 12.54 kcal/mol
spin multiplicity: 2

(2)
DFT (the ωB97M-V functional and the def2-TZVPD basis) results for a structure of composition C45H32CdN8O4 at a distorted geometry.

Structure (XYZ):
```
90
Properties=species:S:1:pos:R:3:mulliken_charge:R:1
Cd -0.07776 -0.22478 0.66399 0.849
O -1.68206 0.55352 4.83839 -0.783
C -1.29916 -0.19508 3.69849 0.849
N -0.17956 -0.96298 4.18049 -0.758
C 2.00764 0.28492 4.35539 0.313
C 2.87124 1.04962 5.13529 -0.904
C 4.20254 1.25132 4.82339 -0.963
C 4.70824 0.69022 3.66339 -0.758
C 3.87094 -0.03968 2.85679 -0.504
C 2.51844 -0.27968 3.16449 0.010
N 1.80694 -0.99558 2.21739 0.603
C 2.30014 -2.15108 1.78789 0.059
O 3.11354 -2.88308 2.36499 -0.742
C 1.86014 -2.55048 0.39479 0.206
C 2.73874 -2.19728 -0.63251 -0.790
C 2.46544 -2.60908 -1.92161 -0.048
C 1.34264 -3.39238 -2.13691 -0.394
C 0.54574 -3.70788 -1.04621 -0.168
N 0.78814 -3.30668 0.19119 -0.327
C -2.30976 -0.87528 2.90959 -0.403
C -3.66996 -0.68368 3.18649 -0.826
C -4.59806 -1.38368 2.45089 -0.503
C -4.14986 -2.22688 1.43339 -0.812
C -2.78516 -2.31498 1.19709 -0.082
N -1.87696 -1.67418 1.91329 -0.044
H 2.49004 1.49492 6.04149 0.218
H 4.83234 1.82742 5.49059 0.361
H 5.74584 0.83252 3.38859 0.403
H 4.25204 -0.46588 1.93969 0.310
H 3.61334 -1.60158 -0.40791 0.351
H 3.10944 -2.30968 -2.73941 0.458
H 1.08944 -3.72648 -3.13391 0.276
H -0.34146 -4.31638 -1.16761 0.538
H -3.94626 -0.01278 3.98569 0.456
H -5.65886 -1.28488 2.65429 0.392
H -4.84376 -2.79448 0.83059 0.428
H -2.39146 -2.93528 0.40099 0.305
C 0.41264 0.93812 7.19229 -0.546
C 0.09054 2.26712 6.70829 -0.418
C -0.27466 2.45622 5.43039 -1.107
C -0.42146 1.24642 4.60519 1.526
C 0.58934 0.09102 4.87259 1.825
C 0.61964 -0.09708 6.36619 -1.425
N -0.57846 1.17852 3.12909 0.991
N -1.40416 2.19562 2.72809 -1.378
C -1.79356 2.26682 1.44689 0.742
C -2.67276 3.34852 1.16199 -0.560
C -3.19276 3.55342 -0.09081 -0.537
C -2.84506 2.70932 -1.13621 -0.896
C -1.96296 1.65952 -0.88551 0.355
C -1.44216 1.40442 0.36629 -0.925
H 0.52674 0.80742 8.26189 0.366
H 0.15204 3.09532 7.40759 0.398
H -0.56246 3.39802 4.99469 0.499
H 0.35804 -1.37638 3.41789 0.379
H 0.87394 -1.08108 6.72929 0.387
H -2.94226 4.00622 1.97899 0.340
H -3.88506 4.37412 -0.26521 0.276
H -3.24666 2.86302 -2.13191 0.411
H -1.71566 1.01732 -1.72361 0.679
O -2.49896 -2.60188 -2.36011 -0.801
C -1.59336 -1.82958 -2.60721 -0.545
N -1.31336 -1.41358 -3.90781 -0.093
C -0.27056 -0.42818 -3.92891 3.321
C 0.13264 -0.49008 -2.39851 -0.475
O 1.07884 0.13682 -1.93731 -0.677
N -0.68766 -1.29138 -1.75261 0.199
C -0.72376 0.96842 -4.31251 -0.050
C -0.06616 2.09292 -3.82431 0.329
C -0.45796 3.36132 -4.20701 -1.035
C -1.51776 3.53772 -5.08111 -0.514
C -2.18626 2.42652 -5.56151 -0.921
C -1.79006 1.15552 -5.18631 -0.371
C 0.88004 -0.83418 -4.81771 -0.535
C 2.09294 -0.15158 -4.78131 0.030
C 3.13194 -0.51848 -5.61711 -1.036
C 2.98164 -1.56648 -6.51191 -0.480
C 1.78104 -2.25558 -6.54961 -0.868
C 0.74354 -1.89548 -5.70901 -0.275
H -2.03166 -1.46908 -4.60841 0.327
H 0.72554 1.97152 -3.10151 0.261
H 0.06284 4.21712 -3.80211 0.392
H -1.82686 4.53282 -5.37391 0.373
H -3.02946 2.54522 -6.22991 0.374
H -2.33216 0.30982 -5.58571 0.269
H 2.22804 0.64602 -4.06961 0.320
H 4.07354 0.01392 -5.57001 0.385
H 3.79614 -1.84548 -7.16961 0.379
H 1.65514 -3.08118 -7.23941 0.398
H -0.18376 -2.44838 -5.73491 0.368
```

Summary:
Kohn-Sham gap: 0.15099 Eh
calculated total energy: -71858.7197 eV
charge: -2
energy above the lowest of the compared OMol25 structures with the same formula, charge and spin: 116.00 kcal/mol